Molecular formula: C5H5NO2
Method: DFT, ωB97M-V/def2-TZVPD

Atoms and positions in Å:
1 O 2.6677 -0.5648 -0.1513
2 O -0.4554 -1.8599 0.2781
3 N -1.7348 -1.3706 -0.2909
4 C -0.3414 0.5436 0.1756
5 C -1.6104 -0.1291 -0.0738
6 C 0.3778 -0.7030 0.5382
7 C 0.0259 1.8367 0.0311
8 C 1.5585 -0.9081 -0.2440
9 H 0.8032 -0.9500 1.4826
10 H 0.9189 -1.4564 -1.3168
11 H -0.7048 2.5761 -0.2881
12 H -2.3777 0.7182 -0.4510
13 H 0.8727 2.2673 0.3103

As for the HOMO energy: -9.597 eV.

Atomic partial charges in e from the Löwdin method, atoms 1 to 2:
1 O 0.13
2 O -0.13

---

Molecular formula: C5H5NO2
Method: DFT, ωB97M-V/def2-TZVPD

Atoms and positions in Å:
1 O -0.1772 2.1382 0.9972
2 O 0.6222 -2.7928 -1.6059
3 N 0.6203 -0.5247 -1.2660
4 C -0.6262 -1.8956 0.3486
5 C 0.1843 -1.9072 -0.9246
6 C 0.4285 1.6039 -0.1728
7 C -0.6423 -0.6410 0.6765
8 C 0.1220 0.1596 -0.3057
9 H 1.5578 1.6500 -0.1211
10 H 0.0954 3.0477 1.0672
11 H -1.0108 -0.2225 1.6199
12 H -1.2657 -2.6907 0.8079
13 H 0.0919 2.0751 -1.1212

As for the HOMO energy: -10.190 eV.

Atomic partial charges in e from the Löwdin method, atoms 1 to 2:
1 O -0.05
2 O 0.13

---

Molecular formula: C5H5NO2
Method: DFT, ωB97M-V/def2-TZVPD

Atoms and positions in Å:
1 O -1.9923 -1.6379 1.8736
2 O -1.7443 -0.4850 0.0393
3 N -0.5817 -0.0977 -0.7397
4 C -0.1986 1.1806 -0.8949
5 C 0.3157 -1.3362 0.7615
6 C -1.2016 -1.0878 1.2334
7 C 1.3696 0.7894 -0.7000
8 C 0.6534 -0.4889 -0.1884
9 H 1.9026 1.1304 0.2418
10 H 0.9697 -1.8666 1.5813
11 H -0.7640 1.7222 -1.6851
12 H 1.7374 0.5578 -1.6114
13 H -0.4660 1.6198 0.0884

As for the HOMO energy: -9.083 eV.

Atomic partial charges in e from the Löwdin method, atoms 1 to 2:
1 O 0.15
2 O 0.05

---

Molecular formula: C5H5NO2
Method: DFT, ωB97M-V/def2-TZVPD

Atoms and positions in Å:
1 O 0.2476 -0.6021 -1.0865
2 O -0.9563 1.8750 2.5951
3 N 0.6178 0.3362 -0.2293
4 C -2.5880 -0.7638 1.1687
5 C 0.1348 1.4375 1.9482
6 C -0.2334 0.5519 0.6229
7 C -1.6444 -0.0251 0.8848
8 C 1.4188 -0.6971 -2.2171
9 H 1.3126 1.5774 2.2141
10 H -3.3686 -1.4529 0.8756
11 H 0.9982 -1.3812 -3.0974
12 H 2.1399 -1.3000 -1.6452
13 H 1.9211 0.4443 -2.0339

As for the HOMO energy: -9.657 eV.

Atomic partial charges in e from the Löwdin method, atoms 1 to 2:
1 O -0.20
2 O -0.07

---

Molecular formula: C5H5NO2
Method: DFT, ωB97M-V/def2-TZVPD

Atoms and positions in Å:
1 O -1.2109 -1.5179 1.1743
2 O 1.1190 1.4187 -1.4054
3 N -0.3507 0.0206 -0.2410
4 C -0.3214 -0.7781 0.8382
5 C 0.9893 -0.4920 1.4812
6 C 1.7070 0.2840 0.6964
7 C -1.4482 0.0705 -1.1801
8 C 0.8490 0.7387 -0.4472
9 H 1.2058 -0.7088 2.5043
10 H 2.5027 0.7598 0.9941
11 H -2.3073 0.2131 -0.6335
12 H -1.1842 0.8652 -1.8101
13 H -1.5499 -0.8739 -1.9712

As for the HOMO energy: -10.345 eV.

Atomic partial charges in e from the Löwdin method, atoms 1 to 2:
1 O 0.12
2 O 0.13

---

Molecular formula: C5H5NO2S
Method: DFT, ωB97M-V/def2-TZVPD

Atoms and positions in Å:
1 S -1.8759 -1.0036 -0.3927
2 O -2.4795 -1.5068 0.8217
3 O 2.8007 -1.1147 0.3875
4 N 0.8157 -0.6406 -0.9422
5 C 0.8612 -2.5522 -0.0913
6 C -0.0687 -1.6553 -0.5019
7 C -1.0600 0.6344 0.0983
8 C 0.4112 0.7065 -0.3810
9 C 1.7963 -1.4966 -0.1484
10 H 0.7176 1.4837 -1.0771
11 H -1.6737 1.5259 -0.1797
12 H 1.1183 -3.5408 0.2194
13 H 1.0785 0.8589 0.5387
14 H -1.2079 0.5140 1.1711

As for the HOMO energy: -9.416 eV.

Atomic partial charges in e from the Löwdin method, atoms 1 to 2:
1 S 0.97
2 O -0.52

---

Molecular formula: C5H5NS
Method: DFT, ωB97M-V/def2-TZVPD

Atoms and positions in Å:
1 S 0.6670 2.1883 1.0541
2 N -0.4905 -1.0206 -0.6580
3 C 0.3315 -0.3078 -0.0020
4 C 1.6416 -0.8725 0.4543
5 C -0.1627 1.0456 0.2885
6 C -1.6755 -0.1947 -0.8050
7 C -1.5311 1.0261 -0.2442
8 H 1.7519 -0.8708 1.5403
9 H -2.1971 1.8490 -0.3815
10 H -2.4642 -0.5268 -1.4610
11 H 2.5184 -0.4072 0.0227
12 H 1.6106 -1.9085 0.1918

As for the HOMO energy: -9.193 eV.

Atomic partial charges in e from the Löwdin method, atoms 1 to 2:
1 S 0.83
2 N 0.12

---

Molecular formula: C5H5NS
Method: DFT, ωB97M-V/def2-TZVPD

Atoms and positions in Å:
1 S -1.1915 3.2475 0.2067
2 N -0.1145 0.8236 0.1378
3 C 0.6653 -1.5580 0.2944
4 C -0.6643 1.8100 0.8306
5 C -0.3446 -0.6052 0.0251
6 C 1.5593 -2.3514 0.4032
7 C -0.1293 0.3098 -1.1757
8 H -1.3685 -0.9928 0.1674
9 H -1.0438 0.5052 -1.7153
10 H 2.3039 -3.0465 0.6249
11 H 0.8530 0.2827 -1.7602
12 H -0.5250 1.5752 1.9611

As for the HOMO energy: -8.629 eV.

Atomic partial charges in e from the Löwdin method, atoms 1 to 2:
1 S 0.58
2 N -0.14

---

Molecular formula: C5H5NSi
Method: DFT, ωB97M-V/def2-TZVPD

Atoms and positions in Å:
1 Si 0.0163 1.1501 -1.0900
2 N -2.3915 2.1394 -2.5675
3 C 0.4255 -1.3692 0.2612
4 C -1.4572 1.7440 -2.0238
5 C 0.3103 -0.6684 -0.8896
6 C 0.0566 0.3292 2.0024
7 C 0.3656 -0.9018 1.6264
8 H 0.6397 -2.4303 0.1641
9 H 1.0107 2.2058 -1.0297
10 H 0.0825 0.7429 2.9911
11 H 0.3833 -1.2458 -1.8049
12 H 0.5583 -1.6959 2.3602

As for the HOMO energy (alpha / beta): -9.449 / -7.761 eV.

Atomic partial charges in e from the Löwdin method, atoms 1 to 2:
1 Si 0.79
2 N 0.07

---

Molecular formula: C5H5O2
Method: DFT, ωB97M-V/def2-TZVPD

Atoms and positions in Å:
1 O -2.2129 -1.7706 -0.0919
2 O 1.0807 0.4414 2.4469
3 C -0.6165 -0.9974 1.5683
4 C -0.2831 -0.2565 -0.7784
5 C -1.2511 -1.1579 0.3347
6 C 0.5599 0.5491 0.1302
7 C 0.3627 -0.0308 1.5819
8 H 0.2733 1.6302 0.4074
9 H -1.0946 0.3630 -1.4672
10 H 0.2794 -0.7953 -1.4733
11 H -0.9662 -1.3951 2.4494
12 H 1.6050 0.4584 -0.3268

The expectation value of S² is 2.01. Its spin multiplicity is 3. As for the HOMO energy (alpha / beta): 0.625 / -3.794 eV. The net charge is -1.

Atomic partial charges in e from the Löwdin method, atoms 1 to 2:
1 O -0.07
2 O -0.05

---

Molecular formula: C5H5O4S
Method: DFT, ωB97M-V/def2-TZVPD

Atoms and positions in Å:
1 S 2.3150 1.8135 0.3118
2 O 2.0091 2.7942 1.3604
3 O -1.2255 1.0954 0.9791
4 O 2.5772 2.3622 -1.0086
5 O 3.0934 0.6735 0.7334
6 C -0.5510 -0.6450 -0.2396
7 C -1.9759 -0.7050 -0.0566
8 C 0.3317 -1.5938 -0.9114
9 C -2.2576 0.3458 0.7458
10 C -0.1657 0.5304 0.2950
11 H -2.7095 -1.4492 -0.1830
12 H -0.0610 -2.5776 -0.8862
13 H 0.5218 -1.5118 -2.0125
14 H -3.1981 0.5374 1.3991
15 H 1.2963 -1.6701 -0.5267

As for the HOMO energy (alpha / beta): -4.427 / -4.428 eV. The net charge is -1.

Atomic partial charges in e from the Löwdin method, atoms 1 to 2:
1 S 0.57
2 O -0.38

---

Molecular formula: C5H5OS
Method: DFT, ωB97M-V/def2-TZVPD

Atoms and positions in Å:
1 S -1.7239 0.2902 1.3137
2 O 1.4555 -0.0811 1.1091
3 C -0.6876 -0.9962 0.4367
4 C 0.7236 -1.0295 0.7005
5 C -0.1610 1.0290 -0.9586
6 C 0.8411 1.4926 -1.4805
7 C -1.1081 0.1967 -0.3553
8 H -1.9447 -0.0688 -0.9722
9 H -1.1583 -1.8802 0.1127
10 H 1.4691 2.3474 -1.6217
11 H 0.9938 0.5744 1.5653
12 H 1.3004 -1.8745 0.1503

As for the HOMO energy: -14.685 eV. The net charge is +1.

Atomic partial charges in e from the Löwdin method, atoms 1 to 2:
1 S 1.04
2 O 0.24

---

Molecular formula: C5H6AgO4
Method: DFT, ωB97M-V/def2-TZVPD

Atoms and positions in Å:
1 Ag -0.7321 -3.3054 0.5501
2 O -0.2654 1.7383 0.4917
3 O -0.9404 -1.4962 1.1791
4 O -0.0792 3.8554 0.1991
5 O -2.1288 2.9290 0.0059
6 C 1.7283 -2.4668 -0.5064
7 C 0.6397 -1.6992 -0.6876
8 C -0.0582 -0.6489 0.5704
9 C -0.7222 0.5472 0.0302
10 C -0.9469 2.8620 0.2040
11 H 0.7911 -0.3618 1.2185
12 H -0.5454 4.7012 0.1610
13 H 0.2348 -1.5711 -1.6992
14 H 2.2107 -2.5554 0.4738
15 H -1.3375 0.5357 -0.8708
16 H 2.1517 -3.0640 -1.3197

The expectation value of S² is 2.01. Its spin multiplicity is 3. As for the HOMO energy (alpha / beta): -11.898 / -14.205 eV. The net charge is +1.

Atomic partial charges in e from the Löwdin method, atoms 1 to 2:
1 Ag 0.98
2 O 0.09

---

Molecular formula: C5H6BF10N2O6RuS2
Method: DFT, ωB97M-V/def2-TZVPD

Atoms and positions in Å:
1 Ru 0.1080 -0.3979 -1.0925
2 S 3.0966 0.1465 0.2488
3 S 0.9834 0.9279 1.9483
4 F -0.3854 0.1761 4.0169
5 F 1.1357 -1.2387 3.4023
6 F 1.8974 -2.1642 0.4611
7 F -0.2179 -4.0913 -2.0684
8 F -0.8770 -2.3984 -0.6256
9 F 3.7849 -2.2196 -0.6006
10 F -2.2803 -3.0791 -2.3156
11 F -0.3676 -1.8897 -2.7803
12 F 1.7017 0.5769 4.4390
13 F 3.7633 -2.0332 1.5563
14 O 4.4378 0.5720 0.0885
15 O 0.0139 0.2172 1.1098
16 O -0.0752 1.8086 -1.8276
17 O -0.8414 3.8996 -1.4081
18 O 2.2033 0.3208 -0.9048
19 O 0.6814 2.2970 2.2037
20 N 2.4775 0.6604 1.5845
21 N -2.2534 -0.1047 -1.1751
22 C -2.8743 1.2201 -1.2490
23 C -0.8071 2.6523 -1.3480
24 C 3.1524 -1.6919 0.4350
25 C 0.8597 0.0492 3.5651
26 C -2.0838 2.2692 -0.4742
27 B -0.9575 -2.9678 -1.9912
28 H -3.8909 1.2127 -0.8446
29 H -2.9588 1.5123 -2.2967
30 H -1.6277 1.8951 0.4463
31 H -2.5310 -0.5800 -0.3194
32 H -2.6867 3.1433 -0.2507
33 H -2.5808 -0.7007 -1.9333

The expectation value of S² is 8.76. Its spin multiplicity is 6. As for the HOMO energy (alpha / beta): -10.089 / -9.912 eV.

Atomic partial charges in e from the Löwdin method, atoms 1 to 2:
1 Ru 1.43
2 S 0.63

---

Molecular formula: C5H6Br2
Method: DFT, ωB97M-V/def2-TZVPD

Atoms and positions in Å:
1 Br 2.9839 1.0932 -0.3592
2 Br -3.7380 0.6543 -0.1802
3 C 1.2562 -1.1131 -0.3266
4 C -0.2560 0.3165 0.4013
5 C 0.1709 -0.2587 -0.8952
6 C -0.7263 0.6875 1.4660
7 C 2.3388 -0.6163 0.1993
8 H 0.7827 -2.0406 0.0525
9 H -4.6345 1.4538 -0.9988
10 H 2.8922 -1.1713 0.8793
11 H -0.7785 -0.5910 -1.2418
12 H -0.8565 1.0343 2.4011
13 H 0.5651 0.5516 -1.3977

As for the HOMO energy: -9.155 eV.

Atomic partial charges in e from the Löwdin method, atoms 1 to 2:
1 Br 0.71
2 Br 0.33

---

Molecular formula: C5H6Br3P
Method: DFT, ωB97M-V/def2-TZVPD

Atoms and positions in Å:
1 Br -0.2512 -0.0984 -4.3234
2 Br -2.0134 2.2183 -3.1898
3 Br 2.7671 1.1477 -3.3578
4 P 1.0246 2.2649 -2.5916
5 C 0.7674 0.9255 0.3162
6 C -0.2450 1.4957 -3.3708
7 C 0.4587 -1.2641 -0.7255
8 C -0.7710 -1.5894 -0.5984
9 C 1.3040 -0.2339 -0.0501
10 H -1.5515 -1.0916 -0.0467
11 H 1.1744 -1.9479 -0.9735
12 H -1.1469 -2.4613 -1.1822
13 H -0.2580 1.1362 0.4503
14 H 2.3052 -0.4400 0.1702
15 H 1.3560 1.7115 0.8124

As for the HOMO energy: -8.736 eV.

Atomic partial charges in e from the Löwdin method, atoms 1 to 2:
1 Br 0.59
2 Br 0.55

---

Molecular formula: C5H6BrF3O2S
Method: DFT, ωB97M-V/def2-TZVPD

Atoms and positions in Å:
1 Br -0.6751 2.2172 0.0373
2 S -2.1094 -0.3186 -0.9244
3 F -3.3777 -1.7824 0.8997
4 F -1.5885 -0.8098 1.6237
5 F -3.4105 0.3200 1.3810
6 O -1.9192 -1.6091 -1.5024
7 O -3.0053 0.6158 -1.5118
8 C 2.1184 0.5191 -0.5820
9 C -2.6807 -0.6579 0.8698
10 C 0.7827 -0.0918 -0.8654
11 C -0.3555 0.5186 -0.6279
12 C 2.5620 0.1690 0.8404
13 H 2.6418 -0.9078 0.9684
14 H 2.8501 0.1474 -1.2999
15 H 1.8451 0.5500 1.5660
16 H 0.7394 -1.1042 -1.2420
17 H 2.0525 1.6058 -0.6732
18 H 3.5298 0.6188 1.0426

As for the HOMO energy: -10.189 eV.

Atomic partial charges in e from the Löwdin method, atoms 1 to 2:
1 Br 0.84
2 S 0.71

---

Molecular formula: C5H6BrFN2
Method: DFT, ωB97M-V/def2-TZVPD

Atoms and positions in Å:
1 Br 2.8530 -0.2590 -1.3771
2 F -1.2098 -2.4247 0.2954
3 N 1.0862 0.2947 -0.5760
4 N 1.1134 -1.5717 0.8156
5 C -0.6767 -0.0312 0.9770
6 C 0.4919 1.4233 -0.9797
7 C -0.8194 1.5989 -0.6924
8 C 0.5117 -0.4610 0.3904
9 C -1.4442 0.8722 0.3657
10 H -1.4864 2.2679 -1.1422
11 H -2.4418 1.1383 0.4565
12 H 0.4812 -2.0899 1.3406
13 H 0.9811 2.0015 -1.7322
14 H -1.0302 -0.7041 1.7769
15 H 1.5898 -2.0553 0.0816

As for the HOMO energy: -7.987 eV.

Atomic partial charges in e from the Löwdin method, atoms 1 to 2:
1 Br 0.78
2 F -0.65

---

Number 1: energy -398.56840 Ha. Number 2: energy -398.70789 Ha. Number 3: energy -398.56957 Ha. Number 4: energy -398.47624 Ha. Number 5: energy -398.74036 Ha. Number 6: energy -796.81970 Ha. Number 7: energy -646.41218 Ha. Number 8: energy -646.32469 Ha. Number 9: energy -537.58940 Ha. Number 10: energy -343.86705 Ha. Number 11: energy -892.61940 Ha. Number 12: energy -666.52651 Ha. Number 13: energy -641.59895 Ha. Number 14: energy -2669.97620 Ha. Number 15: energy -5342.00923 Ha. Number 16: energy -8257.41608 Ha. Number 17: energy -3616.34629 Ha. Number 18: energy -2977.39516 Ha.